The following is a quantum chemistry calculation of 2 unconnected molecules or ions with the total composition C33H55N6O4S2, from the Open Molecules 2025 dataset.

Properties
Maximum force (hartree/bohr): 0.04694
Orbital gap (hartree): 0.29513
Net charge: +1
DFT total energy (eV): -73906.5467

Positions of all 100 atoms, in Å:
C: 0.27826 -0.73427 4.58648
C: -0.01806 0.30948 3.48061
C: -0.08294 -0.31765 2.05191
N: -0.71702 0.66174 1.16473
C: -0.09759 0.85525 -0.14058
C: -1.07057 1.80010 -0.93271
C: -2.47779 1.24761 -1.14920
C: -3.42398 0.97811 -0.15646
C: -4.67086 0.44914 -0.48538
C: -5.00587 0.19054 -1.81085
C: -4.09620 0.48193 -2.82778
C: -2.85380 1.00508 -2.48044
C: 1.24734 1.65479 0.05024
C: 2.14103 1.80516 -1.19946
O: 1.73672 2.75085 -2.16647
C: 1.41989 4.04473 -1.66980
C: 2.56269 4.81122 -0.97671
C: 3.87607 4.90963 -1.79852
O: 2.81963 4.37561 0.36947
N: 2.29555 0.51582 -1.94672
C: 3.20744 0.59579 -3.12263
C: 4.45792 1.49960 -2.99228
C: 5.38198 1.15709 -1.80094
O: 5.21899 1.29471 -4.18685
C: 0.94384 -0.10734 -2.25401
C: 1.04024 -1.29898 -3.23077
C: 1.95946 -2.45098 -2.78005
N: 1.61608 -3.64311 -3.03802
C: 0.26040 -0.45201 -0.89214
C: -0.89529 -1.49031 -0.98713
C: -0.47348 -2.95963 -0.71820
C: -1.15494 -3.61293 0.50495
S: -0.68052 -5.36188 0.74007
C: 1.07533 -5.49622 0.48620
S: 1.60029 -6.78098 -0.37145
N: 2.02650 -4.58983 1.01255
C: 1.89123 -3.31418 1.50833
C: 3.10021 -2.80136 1.87808
N: 4.01574 -3.83264 1.62223
C: 3.39529 -4.84429 1.14359
H: -0.56416 -1.43310 4.66488
H: 0.46557 -0.19096 5.52549
H: 1.23096 -1.23075 4.33955
H: -0.90408 0.93340 3.68700
H: 0.84074 1.01305 3.48021
H: -0.76362 -1.17936 2.14811
H: 0.95658 -0.58108 1.80278
H: -0.88250 1.55381 1.61589
H: -1.17715 2.69993 -0.29010
H: -0.66882 2.15854 -1.88826
H: -3.15873 1.16395 0.88402
H: -5.38741 0.21505 0.31141
H: -5.97123 -0.24086 -2.08356
H: -4.30019 0.32864 -3.89083
H: -2.13986 1.22795 -3.28417
H: 1.01217 2.59943 0.54860
H: 1.86368 1.08170 0.77514
H: 3.11303 2.14960 -0.79989
H: 0.53714 4.07066 -1.00410
H: 1.12226 4.65013 -2.54264
H: 2.20323 5.85410 -0.87228
H: 4.61622 4.16938 -1.46960
H: 3.60185 4.71965 -2.85048
H: 4.23651 5.94331 -1.73707
H: 2.27915 4.89612 0.97535
H: 2.73082 -0.12721 -1.27072
H: 2.61442 0.98471 -3.96641
H: 3.57256 -0.38736 -3.46159
H: 4.13775 2.54576 -3.03849
H: 6.44486 1.25277 -2.05577
H: 5.16743 1.73553 -0.88586
H: 5.24143 0.09406 -1.50730
H: 5.33801 0.34661 -4.33768
H: 0.40179 0.68154 -2.80154
H: 1.39696 -1.00331 -4.23476
H: 0.05842 -1.75558 -3.42175
H: 2.91986 -2.19704 -2.28117
H: 2.35463 -4.26591 -2.69139
H: 1.07010 -0.94413 -0.30390
H: -1.40973 -1.40723 -1.95748
H: -1.66441 -1.20089 -0.24830
H: 0.60935 -3.06835 -0.59102
H: -0.79036 -3.55112 -1.59445
H: -0.89681 -3.07538 1.42940
H: -2.25219 -3.54169 0.41748
H: 0.93484 -2.80406 1.54697
H: 3.30745 -1.81440 2.27814
H: 3.87584 -5.77884 0.87692
C: -5.31704 -0.81148 3.92897
C: -6.35410 0.03425 3.23169
O: -6.29695 0.27209 2.03115
N: -7.36743 0.53268 3.97757
C: -7.60568 0.36319 5.39991
H: -4.57617 -1.13430 3.20167
H: -4.81365 -0.23170 4.70408
H: -5.78095 -1.69574 4.36750
H: -8.02123 1.08679 3.44575
H: -8.57937 -0.10786 5.54109
H: -7.61934 1.34514 5.87515
H: -6.84164 -0.24919 5.86681

The following is a quantum chemistry calculation of a molecular structure, C12H40B4MnO6S3, from the Open Molecules 2025 dataset.

Properties
Maximum force (hartree/bohr): 0.10773
Orbital gap (spin up / spin down) (hartree): 0.28775 / 0.14569
Multiplicity: 7
⟨S²⟩: 12.009
Net charge: -1
DFT total energy (eV): -91896.1929

Positions of all 66 atoms, in Å:
Mn: 1.71391 -0.87263 0.98742
B: 0.71528 -1.32556 3.03330
H: 1.25589 -2.25925 3.04702
H: 0.08550 -1.33427 3.90940
H: 1.53339 -0.62236 3.01198
H: 0.14135 -1.35620 2.12011
B: 1.58599 -2.64811 -0.51926
H: 1.28660 -3.06424 -1.46871
H: 2.03576 -3.43759 0.06269
H: 2.35721 -1.91561 -0.70061
H: 0.76415 -2.28173 0.07620
B: 0.66216 0.62570 -0.10136
H: 0.02866 1.46341 -0.34865
H: -0.04479 -0.18034 0.02014
H: 1.34273 0.33990 -0.88837
H: 1.20900 0.87818 0.79388
B: 3.78424 -0.67007 1.53710
H: 3.55298 0.28688 1.97867
H: 4.84961 -0.84029 1.55292
H: 3.17370 -1.47296 1.92031
H: 3.47497 -0.62796 0.50424
C: 1.98290 -0.43826 -5.04752
C: 2.57852 -1.93496 -4.97298
C: 1.48791 -2.97962 -5.28328
S: -0.04841 -2.10549 -4.52552
O: -0.45701 -2.69479 -3.24597
O: -1.15357 -1.97987 -5.45096
C: 0.69379 -0.43240 -4.24380
H: 1.71523 -0.18270 -6.07277
H: 2.71545 0.30839 -4.74096
H: 2.91128 -2.14651 -3.95679
H: 3.37115 -2.06162 -5.71040
H: 1.60874 -3.96859 -4.84120
H: 1.33588 -3.16411 -6.34674
H: 0.98497 -0.44244 -3.19347
H: -0.09216 0.32198 -4.20757
C: -3.23427 1.00292 -1.38467
C: -3.17708 1.20141 0.15497
C: -3.05907 -0.13788 0.86019
S: -3.00783 -1.53387 -0.46899
O: -4.34604 -2.06472 -0.76284
O: -1.90918 -2.48047 -0.18373
C: -2.58502 -0.36703 -1.80927
H: -2.89328 1.92463 -1.85615
H: -4.28885 1.09154 -1.64568
H: -4.08283 1.75405 0.40455
H: -2.25967 1.78588 0.22463
H: -3.72387 -0.50093 1.64398
H: -2.07135 -0.18323 1.31895
H: -2.66272 -0.68238 -2.84976
H: -1.54305 -0.16335 -1.56249
C: 0.42315 2.19813 4.05604
C: -0.66456 2.18981 2.91080
C: -1.59535 3.30739 3.07272
S: -1.60566 3.81511 4.73727
O: -2.43131 2.84975 5.53196
O: -1.99296 5.21960 4.86737
C: 0.21173 3.48190 4.95729
H: 1.41303 2.00094 3.64450
H: 0.23313 1.37009 4.73893
H: -1.19746 1.24005 2.95632
H: -0.17918 2.29437 1.94044
H: -2.63010 2.99784 2.92589
H: -1.29899 4.09133 2.37580
H: 0.35930 3.13061 5.97852
H: 0.65638 4.38257 4.53398

The following is a quantum chemistry calculation of a molecular structure, C17H22AuN9OS, from the Open Molecules 2025 dataset.

Properties
Maximum force (hartree/bohr): 0.04478
Energy above the lowest of the compared OMol25 structures with the same formula, charge and spin (eV): 1.243
Orbital gap (spin up / spin down) (hartree): 0.29290 / 0.15421
Multiplicity: 3
⟨S²⟩: 2.037
Net charge: +2
DFT total energy (eV): -47955.1853

Positions of all 51 atoms, in Å:
Au: -0.03094 0.20487 0.03218
N: -1.99845 1.17327 -3.49741
C: -1.14008 1.55036 -2.54819
N: -0.88826 0.50748 -1.77849
C: -1.62917 -0.51127 -2.31784
N: -2.30544 -0.10751 -3.36493
C: -1.59706 -1.84670 -1.75954
C: -2.14700 -2.98070 -2.38153
N: -2.01884 -4.15973 -1.82466
C: -1.37642 -4.29271 -0.68718
C: -0.84528 -3.17017 -0.04748
N: -0.97737 -1.98318 -0.59238
H: -2.42180 1.72068 -4.23613
H: -0.71105 2.52610 -2.43852
H: -2.67944 -2.91534 -3.31832
H: -1.28478 -5.28799 -0.27640
H: -0.31975 -3.22704 0.89365
C: 6.15105 1.08848 -3.26107
C: 5.45055 -0.21928 -3.35115
C: 6.04263 -1.33934 -3.95303
C: 5.27032 -2.48924 -3.93247
N: 4.08079 -2.53126 -3.39456
C: 3.54502 -1.43779 -2.84676
S: 1.98470 -1.50184 -2.17580
N: 4.24377 -0.30550 -2.83879
H: 7.08498 1.06190 -3.81183
H: 6.35742 1.32015 -2.21607
H: 5.51807 1.88612 -3.64652
H: 7.02428 -1.30300 -4.39148
H: 5.62014 -3.42245 -4.35796
C: 2.57429 -1.22781 3.38774
N: 1.20386 -1.07049 3.81668
C: 0.92189 -1.41606 5.19639
C: -0.53940 -1.80898 5.33078
C: -1.36087 -0.64052 4.81718
N: -0.96361 -0.30690 3.45500
C: -1.94391 0.44065 2.70133
C: 0.30768 -0.43683 3.03101
O: 0.72142 0.00006 1.91484
H: 2.91525 -2.23032 3.64653
H: 3.21700 -0.50048 3.88910
H: 2.63936 -1.08071 2.31301
H: 1.14493 -0.56002 5.84505
H: 1.58375 -2.23271 5.48865
H: -0.78990 -2.01743 6.36972
H: -0.74327 -2.70532 4.74049
H: -1.21423 0.23544 5.46095
H: -2.42489 -0.88461 4.80958
H: -2.93881 0.11413 3.00013
H: -1.82411 0.25333 1.63058
H: -1.85373 1.51373 2.88252

The following is a quantum chemistry calculation of a molecular structure, C5H12N4O, from the Open Molecules 2025 dataset.

Properties
Maximum force (hartree/bohr): 0.00933
Energy above the lowest of the compared OMol25 structures with the same formula, charge and spin (eV): 4.003
Orbital gap (spin up / spin down) (hartree): 0.27977 / 0.27980
DFT total energy (eV): -13383.4330

Positions of all 22 atoms, in Å:
C: 0.95432 1.28926 -1.44363
C: 0.30540 0.99954 -0.06561
N: -1.04738 1.33814 -0.00010
N: 0.16765 1.02724 -2.62229
O: 1.08107 1.38330 0.93234
H: -1.61802 0.78932 -0.63158
H: -1.42376 1.30146 0.93788
H: -0.65198 1.62028 -2.66296
H: -0.12749 0.05707 -2.66904
H: 1.90303 0.75541 -1.49291
H: 1.19476 2.35476 -1.40424
C: -0.32170 -1.02653 1.65721
N: 0.40086 -0.37831 2.52053
C: 0.53057 -0.91909 -0.07527
C: -1.45692 -1.69809 1.54634
N: -0.08868 -1.53755 -1.00504
H: 0.85214 0.78863 1.80364
H: 1.07660 -0.94674 3.02488
H: 0.50739 -2.19357 -1.51562
H: 1.60410 -1.06048 0.12709
H: -1.77975 -2.11085 0.60397
H: -2.06220 -1.83319 2.43439

The following is a quantum chemistry calculation of a single C2H7ClO2Si molecule, from the Open Molecules 2025 dataset.

Properties
Maximum force (hartree/bohr): 0.13566
SMILES: CO[Si@@](C)(O)Cl
Energy above the lowest of the compared OMol25 structures with the same formula, charge and spin (eV): 0.000
Orbital gap (hartree): 0.43239
DFT total energy (eV): -26685.6627

Positions of all 13 atoms, in Å:
C: 1.10936 1.66858 -0.14563
C: 0.00485 -1.70859 -0.64667
O: -0.62364 -0.58138 1.84914
O: -0.26471 1.32853 -0.23573
Si: -0.76186 -0.17936 0.16220
Cl: -2.70353 -0.06711 -0.26979
H: 1.65509 1.10086 -0.75635
H: 1.61599 1.76070 0.85997
H: 1.04548 2.63730 -0.49343
H: 0.96985 -1.48143 -1.04210
H: -0.09132 -2.43981 -0.00091
H: -0.65721 -2.00670 -1.59534
H: -1.29835 -0.03158 2.31465

The following is a quantum chemistry calculation of a molecular structure, C17H25CoN5O3S, from the Open Molecules 2025 dataset.

Properties
Maximum force (hartree/bohr): 0.00280
Orbital gap (spin up / spin down) (hartree): 0.31330 / 0.30864
Multiplicity: 4
⟨S²⟩: 3.757
Net charge: +2
DFT total energy (eV): -80078.7759

Positions of all 52 atoms, in Å:
Co: -0.04789 -0.23886 -0.36921
C: -1.72151 -4.16528 2.93092
N: -1.75012 -3.46840 1.64531
C: -2.73184 -3.95218 0.67117
C: -1.01985 -2.40448 1.38931
O: -1.08935 -1.79352 0.29824
C: -0.04694 -1.90625 2.44842
O: 0.47336 -0.66567 2.00488
C: 1.82668 -0.39076 2.31663
C: 2.56429 -0.09350 1.01641
O: 1.90718 -0.03950 -0.04968
N: 3.86453 0.09914 1.04205
C: 4.60266 0.36635 -0.19474
C: 4.66695 0.06246 2.26299
H: -1.92114 -5.21876 2.75219
H: -2.48740 -3.77328 3.60114
H: -0.74628 -4.09116 3.40396
H: -2.60927 -5.02676 0.55358
H: -2.57610 -3.45782 -0.28040
H: -3.73861 -3.74446 1.03374
H: 0.75110 -2.64352 2.57680
H: -0.55422 -1.78001 3.40787
H: 2.29142 -1.22968 2.83762
H: 1.87363 0.48007 2.97532
H: 4.01007 0.06076 -1.04945
H: 5.53278 -0.19774 -0.16998
H: 4.83124 1.42969 -0.26498
H: 4.05991 0.22253 3.14915
H: 5.40181 0.86349 2.21559
H: 5.19091 -0.89023 2.34366
C: -0.15511 0.66540 -5.47710
N: -0.67302 1.50872 -4.40438
C: -1.15742 2.78862 -4.56519
C: -1.53625 3.22906 -3.36138
N: -1.29207 2.20326 -2.43361
C: -0.73643 1.14554 -3.11304
S: -0.18474 -0.39358 -2.64423
C: -1.63895 2.34747 -1.06177
C: -2.47105 3.40853 -0.70429
C: -2.79789 3.60377 0.61993
C: -2.30108 2.73053 1.57713
C: -1.51246 1.69531 1.14338
N: -1.17641 1.49207 -0.14790
H: -0.23240 1.22208 -6.40581
H: -0.74181 -0.24799 -5.54416
H: 0.88498 0.41569 -5.27911
H: -1.17903 3.27516 -5.52390
H: -1.92698 4.18944 -3.09602
H: -2.89079 4.06995 -1.44176
H: -3.44377 4.42593 0.89607
H: -2.53125 2.83935 2.62641
H: -1.11409 0.97300 1.84222

The following is a quantum chemistry calculation of 3 unconnected molecules or ions with the total composition C4H17N2O2S2, from the Open Molecules 2025 dataset.

Properties
Maximum force (hartree/bohr): 0.04467
Orbital gap (spin up / spin down) (hartree): 0.10905 / 0.32690
Multiplicity: 2
⟨S²⟩: 0.751
DFT total energy (eV): -33166.8918

Positions of all 27 atoms, in Å:
S: -3.08140 1.06258 1.45457
S: -2.94409 -0.85942 0.82017
C: -1.17594 -1.26695 0.96522
C: -0.41343 -0.92851 -0.29876
C: 1.01650 -1.47053 -0.28518
N: 1.76371 -0.94766 -1.42217
C: 3.19139 -0.80889 -1.17442
N: -0.32838 0.55002 -0.43265
H: -3.14792 0.90344 2.79401
H: -0.73448 -0.75032 1.80856
H: -1.11952 -2.33467 1.18057
H: -0.94138 -1.29780 -1.18004
H: 0.96561 -2.56166 -0.27693
H: 1.50331 -1.15082 0.64510
H: 1.58474 -1.52317 -2.23195
H: 3.34604 -0.12262 -0.34349
H: 3.67928 -1.75020 -0.92332
H: 3.68130 -0.40035 -2.05050
H: -0.05906 0.98696 0.48285
H: -1.20975 0.97726 -0.75172
H: 0.40357 0.74189 -1.12223
H: -0.09367 2.19238 2.44961
H: 1.32266 1.57386 2.27883
O: 0.38952 1.44579 2.02689
H: -2.72868 2.92771 -0.77807
H: -2.66960 2.41048 -2.24115
O: -2.20029 2.40122 -1.39379

The following is a quantum chemistry calculation of a gas-phase ion, C7H12F3N2 (charge +1), from the Open Molecules 2025 dataset.

Properties
Maximum force (hartree/bohr): 0.11433
SMILES: CC1(C)C[C@@]1(C(N)=[NH2+])C(F)(F)F
Energy above the lowest of the compared OMol25 structures with the same formula, charge and spin (eV): 0.000
Orbital gap (hartree): 0.37920
Net charge: +1
DFT total energy (eV): -18578.8229

Positions of all 24 atoms, in Å:
C: 0.69986 1.67170 -0.06067
C: 0.41140 -0.51527 1.50063
C: 0.94461 0.23301 0.26378
C: -0.10718 -0.97029 0.15571
C: -1.43606 -0.59823 -0.35520
C: 0.39918 -2.24590 -0.35833
C: 2.50708 -0.15112 0.03362
N: 0.10357 2.43696 0.91388
N: 1.09159 2.22712 -1.17890
F: 3.29818 1.02996 0.18400
F: 2.97580 -1.10646 0.84836
F: 2.89233 -0.54100 -1.21812
H: 1.10951 -1.18997 1.86682
H: -0.21875 -0.14452 2.24964
H: -1.91079 -1.35723 -1.03039
H: -1.63139 0.36483 -0.97378
H: -2.17205 -0.44801 0.47036
H: -0.20903 -3.10941 -0.02526
H: 1.43173 -2.47179 -0.12523
H: 0.30018 -2.24113 -1.52690
H: -0.48786 2.32249 1.64168
H: -0.02876 3.36761 0.62067
H: 1.50744 1.70090 -1.95750
H: 0.86158 3.21258 -1.34075

maximum force of number 8 (C7H12F3N2)?
0.11433 hartree/bohr

The lowest DFT total energy belongs to which entry?
C12H40B4MnO6S3